Entry 1:
This record from the OMol25 dataset describes 2 unconnected molecules or ions with the total composition CH4ClN2S in a non-equilibrium geometry. The level of theory is ωB97M-V with the def2-TZVPD basis set.

```
! wB97M-V def2-TZVPD RIJCOSX def2/J DEFGRID3
* xyz 1 1
C 0.1478 -0.0645 -0.2730
N 1.1151 0.7743 -0.5370
N 0.3816 -1.3590 -0.2967
S -2.9607 0.2919 0.9155
Cl -2.6194 1.8540 2.0318
H 2.1494 0.4438 -0.6269
H 0.9393 1.8484 -0.7356
H 1.2732 -1.8784 -0.4570
H -0.4263 -1.9106 -0.0212
*
```

Results
**Energy above the lowest of the compared OMol25 structures with the same formula, charge and spin**: 92.1 kcal per mole
**HOMO (alpha / beta)**: -0.496 / -0.497 hartree
**HOMO-LUMO gap (alpha / beta)**: 5.339 / 5.376 eV

---

Entry 2:
This record from the OMol25 dataset describes 13 unconnected molecules or ions with the total composition C48H127N12O4 in a non-equilibrium geometry. The level of theory is ωB97M-V with the def2-TZVPD basis set.

```
! wB97M-V def2-TZVPD RIJCOSX def2/J DEFGRID3
* xyz 3 1
N -3.5229 -1.8890 -0.1468
H -3.8459 -2.3242 0.7772
H -4.2884 -1.4603 -0.6632
H -3.2213 -2.6129 -0.8471
H -2.8446 -1.1159 0.0759
N -0.5279 4.2839 -4.0437
H -0.8000 5.0965 -3.4856
H -1.4202 3.8138 -4.1947
H 0.1342 3.6368 -3.5794
H -0.1512 4.6855 -4.9068
N -4.2597 2.4966 -1.3413
H -4.6547 1.5867 -1.5791
H -5.0243 2.9098 -0.7944
H -4.1689 3.1725 -2.0973
H -3.3427 2.4541 -0.8432
N -0.6865 5.2442 0.5158
H -1.1230 4.2779 0.4878
H -0.8928 5.6762 -0.3763
H 0.3514 5.1109 0.5310
H -1.1051 5.7332 1.3614
N 2.6966 -0.3312 -4.4702
H 3.6456 0.0266 -4.3919
H 2.2517 -0.4817 -3.5398
H 2.7792 -1.2487 -4.9802
H 2.1431 0.3368 -4.9957
C -0.2920 -0.4460 -0.6268
C -1.2165 0.5124 -0.1470
C -1.0066 2.0089 -0.5375
O -1.8083 2.8751 -0.0594
C 0.0036 2.3159 -1.4804
C 0.7790 1.3101 -2.0481
C 0.6613 -0.1181 -1.5611
O 1.5177 -0.9662 -1.9572
O 1.5367 1.7250 -2.9753
O -2.1389 0.2519 0.6491
H -0.4751 -1.4728 -0.3406
H 0.0383 3.3394 -1.8183
C 1.8157 8.1496 0.1739
C 2.5733 7.0802 0.9533
N 2.1988 5.6845 0.7198
C 2.6925 4.7944 1.7988
C 2.1353 3.3860 1.6212
C 2.4680 5.2549 -0.6808
C 3.9423 5.1043 -1.0290
H 2.1048 9.1640 0.4500
H 0.7267 8.0959 0.1378
H 2.1433 8.1454 -0.8729
H 3.6521 7.1413 0.7626
H 2.4743 7.3126 2.0154
H 3.7789 4.7407 1.6625
H 2.4174 5.2699 2.7354
H 1.6081 3.0639 0.7225
H 2.8816 2.6140 1.8141
H 1.3362 3.2707 2.3654
H 1.9529 5.9807 -1.3149
H 1.9896 4.2918 -0.8536
H 4.6395 5.1151 -0.1929
H 4.2574 5.8741 -1.7390
H 4.2059 4.2125 -1.6032
C 0.9226 -2.8704 -5.6301
C 2.1495 -3.7121 -5.9574
N 3.3384 -2.9582 -5.4947
C 4.2918 -2.7083 -6.5763
C 3.7818 -1.6513 -7.5459
C 4.0199 -3.6777 -4.3669
C 3.3086 -3.6116 -3.0202
H 0.8165 -2.8391 -4.5419
H 0.0377 -3.3604 -6.0484
H 0.7826 -1.8177 -5.8848
H 1.9994 -4.6964 -5.5013
H 2.2905 -4.0545 -6.9869
H 4.4872 -3.6059 -7.1745
H 5.2448 -2.3684 -6.1680
H 3.3113 -0.8170 -7.0222
H 2.9866 -2.0994 -8.1464
H 4.5390 -1.2696 -8.2270
H 4.0487 -4.7547 -4.5775
H 5.0839 -3.4462 -4.3341
H 2.2267 -3.6818 -3.0795
H 3.7490 -4.3947 -2.4007
H 3.5930 -2.7159 -2.4608
C -6.0533 -4.0308 3.5589
C -5.3046 -3.6947 2.2632
N -4.1652 -2.7422 2.3550
C -3.0471 -3.4559 2.9591
C -1.6838 -2.7310 2.8651
C -4.4877 -1.5054 3.0889
C -5.7292 -0.7486 2.5529
H -5.3230 -4.2904 4.3268
H -6.7173 -4.8735 3.3751
H -6.6627 -3.2195 3.9571
H -5.0730 -4.6489 1.7951
H -6.0397 -3.1956 1.6222
H -3.2001 -3.8279 3.9770
H -2.7388 -4.3946 2.4817
H -1.3784 -2.4402 1.8581
H -1.6755 -1.8759 3.5427
H -0.8802 -3.4047 3.1640
H -3.6390 -0.8239 3.0596
H -4.7130 -1.6550 4.1502
H -6.6777 -1.2395 2.7432
H -5.6220 -0.6689 1.4648
H -5.5462 0.2431 2.9625
C 5.4920 1.0939 0.6663
C 4.6016 0.0919 1.3699
N 3.9486 0.6153 2.5552
C 3.0212 -0.2814 3.2147
C 1.7215 -0.5601 2.4786
C 4.8613 1.2282 3.5303
C 4.2495 2.2636 4.4854
H 5.0520 2.0890 0.7604
H 5.5015 0.8372 -0.3967
H 6.5449 1.0747 0.9405
H 3.7957 -0.1976 0.6923
H 5.2339 -0.7823 1.5903
H 3.5411 -1.2544 3.2659
H 2.7863 0.0227 4.2307
H 1.1489 -1.3008 3.0437
H 1.1906 0.3984 2.4811
H 1.6712 -0.9768 1.4718
H 5.7104 1.6928 3.0356
H 5.2380 0.4225 4.1778
H 3.2841 1.9838 4.9079
H 3.9690 3.1121 3.8512
H 4.9892 2.5324 5.2334
C -2.1659 8.3266 1.3304
C -2.7280 7.4054 2.4451
N -1.7960 6.3864 2.9061
C -2.4517 5.3351 3.7299
C -2.8351 4.1459 2.8726
C -0.4716 6.8023 3.3433
C -0.3916 7.6296 4.6352
H -2.9578 8.8426 0.7877
H -1.6351 7.7539 0.5695
H -1.5593 9.1025 1.7979
H -3.2273 8.0169 3.1982
H -3.4346 6.8249 1.8413
H -1.8708 5.0372 4.6018
H -3.3474 5.7900 4.1618
H -3.4726 4.3780 2.0159
H -1.9674 3.6153 2.4856
H -3.3996 3.4329 3.4779
H 0.0425 7.3060 2.5216
H 0.1284 5.9274 3.6151
H -0.4704 7.0169 5.5322
H -1.0712 8.4818 4.6170
H 0.6085 8.0606 4.7340
C -5.2697 -4.8474 -1.2859
C -3.8315 -5.0897 -1.7222
N -3.1270 -3.8747 -2.1680
C -1.6704 -3.9978 -2.1096
C -1.0499 -5.0993 -2.9567
C -3.7206 -3.4988 -3.4778
C -2.8904 -2.4665 -4.1920
H -5.7187 -5.7457 -0.8651
H -5.9005 -4.5286 -2.1183
H -5.3698 -4.0508 -0.5492
H -3.3034 -5.4496 -0.8329
H -3.7766 -5.8891 -2.4652
H -1.2418 -4.1018 -1.1098
H -1.2769 -3.0317 -2.4367
H -1.2589 -6.1029 -2.5888
H 0.0409 -5.0191 -2.9109
H -1.2263 -4.9798 -4.0259
H -3.7719 -4.2474 -4.2789
H -4.7420 -3.1386 -3.3632
H -2.7256 -1.5028 -3.6880
H -1.8916 -2.8333 -4.4363
H -3.1781 -2.1128 -5.1874
C 2.6328 -5.7348 4.0727
C 1.2729 -5.7813 3.3899
N 1.2779 -6.1662 1.9953
C -0.0907 -6.5462 1.5888
C 0.0337 -7.3970 0.3358
C 1.9256 -5.2151 1.1127
C 1.1932 -3.8478 0.9717
H 3.1322 -6.6997 4.1346
H 2.6286 -5.3537 5.0977
H 3.2402 -4.9511 3.6112
H 0.6018 -6.4270 3.9585
H 0.8032 -4.7897 3.5185
H -0.5725 -7.1707 2.3407
H -0.7035 -5.6365 1.5312
H 0.1797 -6.8341 -0.5938
H 0.6731 -8.2744 0.3329
H -0.9492 -7.7963 0.0414
H 2.0295 -5.6685 0.1272
H 2.9258 -5.0259 1.5008
H 1.1195 -3.3192 1.9172
H 0.2612 -4.0638 0.4511
H 1.8404 -3.2417 0.3324
*
```

Results
**Energy above the lowest of the compared OMol25 structures with the same formula, charge and spin**: 21.6 kcal per mole
**HOMO**: -0.463 hartree
**HOMO-LUMO gap**: 4.378 eV